This record from OMol25 describes a gas-phase ion, C2H8N3O2 (charge +1) at a distorted geometry. The level of theory is ωB97M-V/def2-TZVPD.

- Energy relative to the best compared isomer or geometry (same formula, charge and spin): 7.666 eV
- Charge: +1
- Lowest unoccupied orbital energy: -4.84 eV
- SMILES: [H]/N=[N+](/NOC)OC
- Maximum force: 1.7 eV/Å
- HOMO level: -15.255 eV

Geometry (Å):
C  2.5555  -0.1866  -0.5362
C  -1.7732  1.4355  0.5475
N  -1.6162  -1.3365  0.4144
N  0.4215  -1.1528  -0.3887
N  -0.6990  -0.6214  0.0574
O  1.2653  -0.3701  -1.1238
O  -0.6276  0.7339  0.0918
H  3.0937  0.4030  -1.2748
H  3.0595  -1.1424  -0.3886
H  2.4916  0.3652  0.4025
H  -1.4949  2.4831  0.4434
H  -1.9853  1.2228  1.5984
H  -2.6436  1.2316  -0.0812
H  -2.4423  -0.9103  0.8235
H  0.3951  -2.1548  -0.5855

This record from OMol25 describes 2 unconnected molecules or ions with the total composition C2H8N3O2 at a distorted geometry. The level of theory is ωB97M-V/def2-TZVPD.

- Energy relative to the best compared isomer or geometry (same formula, charge and spin): 1.713 eV
- Charge: +1
- Lowest unoccupied orbital energy (spin up / spin down): -5.55 / -5.60 eV
- Expectation value of S²: 2.007
- Maximum force: 4.1 eV/Å
- HOMO level (spin up / spin down): -11.838 / -16.359 eV
- Spin multiplicity: 3

Geometry (Å):
C  -3.2217  -0.0985  0.0212
C  1.9250  1.6615  0.0489
N  -1.0240  -0.7641  -0.3677
N  1.7891  -1.7759  0.0335
N  1.5879  -0.5843  0.4131
O  -1.7890  0.1353  -0.0829
O  2.0834  0.3173  -0.3936
H  -3.5250  0.2789  0.9977
H  -3.4537  -1.1566  -0.0958
H  -3.6972  0.5023  -0.7558
H  2.1606  2.2821  -0.8103
H  2.6208  1.8767  0.8628
H  0.9032  1.8392  0.3844
H  2.2494  -1.9999  -0.8525
H  1.3911  -2.5140  0.5971

This record from OMol25 describes a molecular structure, C2H8N3O3S at a distorted geometry. The level of theory is ωB97M-V/def2-TZVPD.

- Energy relative to the best compared isomer or geometry (same formula, charge and spin): 3.022 eV
- Charge: +1
- Lowest unoccupied orbital energy: -3.91 eV
- Maximum force: 4.9 eV/Å
- HOMO level: -13.773 eV

Geometry (Å):
C  -0.7165  0.8659  2.9849
C  -1.3484  -1.5838  -0.7056
N  0.1651  1.6844  2.6971
N  0.6880  -0.2966  0.2788
N  1.0310  1.0715  0.4836
O  -1.3064  -0.1135  2.9207
O  0.8388  -1.3754  -2.0873
O  -0.4849  0.6581  -1.7979
S  -0.0335  -0.5201  -1.0936
H  -2.1938  -0.9547  -0.3360
H  -1.6071  -2.1074  -1.6494
H  -1.1677  -2.0788  0.3189
H  0.7300  1.7311  -0.3539
H  0.1825  2.6673  2.9355
H  1.3090  -0.8167  -2.6624
H  2.1505  1.1089  0.4753
H  0.7731  1.3894  1.6206

This record from OMol25 describes 2 unconnected molecules or ions with the total composition C2H8N3S at a distorted geometry. The level of theory is ωB97M-V/def2-TZVPD.

- Energy relative to the best compared isomer or geometry (same formula, charge and spin): 3.084 eV
- Charge: +1
- Lowest unoccupied orbital energy: -3.78 eV
- Maximum force: 4.9 eV/Å
- HOMO level: -13.398 eV

Geometry (Å):
C  -1.5620  -0.4694  -1.1165
C  -0.4158  0.1060  -0.3007
N  1.2289  1.5852  0.2891
N  0.5923  0.8513  -0.6930
N  0.3404  -1.3802  0.8981
S  -1.8922  0.4413  0.4382
H  -1.9500  -0.1017  -2.0592
H  -1.3624  -1.4831  -0.8890
H  1.8166  2.4613  -0.0286
H  0.5094  1.9501  1.0770
H  1.1552  0.6473  -1.4442
H  1.3163  -1.5398  0.7599
H  -0.0664  -2.2547  1.2523
H  0.2895  -0.8137  1.8166

This record from OMol25 describes a gas-phase ion, C2H8N3S (charge +1) at a distorted geometry. The level of theory is ωB97M-V/def2-TZVPD.

- Energy relative to the best compared isomer or geometry (same formula, charge and spin): 3.071 eV
- Charge: +1
- Lowest unoccupied orbital energy: -4.96 eV
- SMILES: N/[NH+]=C\[C@@H](N)S
- Maximum force: 3.5 eV/Å
- HOMO level: -13.333 eV

Geometry (Å):
C  -0.7435  -0.6562  0.7515
C  0.0772  -0.7921  -0.4897
N  -0.8601  1.7299  0.6842
N  -0.9569  0.5029  1.2687
N  0.8889  0.3713  -0.6570
S  1.4078  -2.3052  -1.1466
H  -1.0609  -1.6515  1.1591
H  -0.7715  -1.0154  -1.2547
H  1.5626  -1.4963  -2.1990
H  -0.9249  2.5028  1.2632
H  -1.5668  0.3397  2.0621
H  1.5947  0.2093  0.0690
H  -0.0825  1.8953  -0.0326
H  1.4361  0.3655  -1.4782

This record from OMol25 describes a single C2H8N4 molecule at a distorted geometry. The level of theory is ωB97M-V/def2-TZVPD.

- Energy relative to the best compared isomer or geometry (same formula, charge and spin): 2.511 eV
- Lowest unoccupied orbital energy: 1.12 eV
- SMILES: C/C(=N/N)NN
- Maximum force: 3.9 eV/Å
- HOMO level: -8.448 eV

Geometry (Å):
C  -1.0615  1.6260  -0.2822
C  -0.3312  0.3764  -0.2869
H  -0.7112  2.2422  -1.0390
H  -1.0365  2.0942  0.6822
H  -2.0528  1.2873  -0.4923
H  1.0585  1.3613  0.7730
H  1.8408  -1.1863  0.8483
H  0.5940  -1.0804  1.7150
H  -0.4745  -2.5598  -1.2761
H  0.7768  -1.5328  -1.1117
N  0.8943  0.4340  0.4991
N  1.3595  -0.5313  1.4273
N  -0.8338  -0.6852  -0.8063
N  -0.0224  -1.8456  -0.6505